No. 1
The following is a quantum chemistry calculation of a cluster of 2 separate species, C4H3O2 in total at a distorted geometry, from the OMol25 dataset.

Results
Lowest unoccupied orbital energy = -6.75 eV
Total energy = -8273.0116 eV
Net charge = +1
HOMO-LUMO gap = 9.974 eV

CARTESIAN COORDINATES (ANGSTROEM)
C (-0.761, 0.427, 0.269)
C (1.402, -0.638, 0.259)
C (0.650, 0.430, -0.350)
C (0.000, -0.934, 0.313)
O (-1.764, 0.495, -0.573)
O (0.617, -0.846, -0.957)
H (-0.834, 0.941, 1.228)
H (3.187, -0.952, 0.124)
H (-2.497, 1.077, -0.312)



No. 2
The following is a quantum chemistry calculation of a cluster of 8 separate species, H16O8 in total at a distorted geometry, from the OMol25 dataset.

Results
Structure (SMILES) = O.O.O.O.O.O.O.O
Lowest unoccupied orbital energy = 0.28 eV
Total energy = -16639.7755 eV
Net charge = 0
HOMO-LUMO gap = 10.557 eV

CARTESIAN COORDINATES (ANGSTROEM)
O (0.364, -0.023, 2.546)
H (-0.555, 0.029, 2.727)
H (0.567, -0.888, 2.793)
O (1.929, 1.980, 1.255)
H (2.871, 1.748, 1.176)
H (1.445, 1.337, 1.750)
O (-0.102, -0.175, -3.293)
H (-0.048, 0.169, -4.218)
H (0.112, -1.058, -3.515)
O (-1.764, 1.942, -1.422)
H (-1.591, 2.597, -0.802)
H (-1.500, 1.113, -0.988)
O (2.250, -0.525, -0.822)
H (2.369, 0.024, -1.568)
H (2.471, -1.368, -1.152)
O (-2.268, 0.091, 2.760)
H (-2.698, -0.685, 2.449)
H (-2.765, 0.837, 2.508)
O (-0.504, -0.064, -0.086)
H (0.327, -0.013, -0.586)
H (-0.255, 0.235, 0.777)
O (-0.319, -2.604, -1.080)
H (0.207, -3.003, -0.390)
H (-0.543, -1.699, -0.825)



No. 3
The following is a quantum chemistry calculation of a structure of composition C30H29AsKN5O, from the OMol25 dataset.

Results
Lowest unoccupied orbital energy = -0.08 eV
Total energy = -118243.9958 eV
Net charge = 0
HOMO-LUMO gap = 5.365 eV

CARTESIAN COORDINATES (ANGSTROEM)
K (0.105, -0.203, 0.635)
C (3.100, -3.974, 1.752)
C (2.246, -2.878, 1.973)
N (1.092, -2.717, 1.371)
C (0.674, -3.660, 0.486)
C (1.483, -4.783, 0.162)
C (2.717, -4.914, 0.840)
C (1.061, -5.714, -0.809)
C (-0.138, -5.500, -1.441)
C (-0.963, -4.420, -1.122)
C (-0.626, -3.479, -0.139)
N (-1.342, -2.383, 0.188)
C (-2.686, -2.338, 0.036)
C (-3.554, -3.434, 0.110)
C (-4.939, -3.311, -0.013)
C (-5.544, -2.098, -0.218)
C (-4.735, -0.944, -0.269)
C (-5.288, 0.343, -0.455)
C (-4.478, 1.441, -0.475)
C (-3.097, 1.244, -0.297)
N (-2.541, 0.070, -0.135)
C (-3.324, -1.041, -0.126)
H (4.035, -4.053, 2.292)
H (2.538, -2.102, 2.677)
H (3.347, -5.768, 0.621)
H (1.687, -6.563, -1.050)
H (-0.460, -6.190, -2.213)
H (-1.894, -4.294, -1.657)
H (-3.127, -4.413, 0.281)
H (-5.549, -4.205, 0.055)
H (-6.617, -2.007, -0.328)
H (-6.360, 0.443, -0.576)
H (-4.876, 2.438, -0.613)
H (-2.428, 2.103, -0.279)
N (0.212, 1.722, -2.035)
C (1.321, 1.700, -2.845)
C (1.372, 2.291, -4.086)
C (2.522, 2.188, -4.891)
C (3.629, 1.507, -4.471)
C (3.612, 0.876, -3.204)
C (4.697, 0.119, -2.705)
C (4.594, -0.496, -1.492)
C (3.397, -0.353, -0.762)
N (2.375, 0.350, -1.178)
C (2.465, 0.964, -2.387)
H (-0.571, 2.289, -2.307)
H (0.393, 1.650, -1.047)
H (0.511, 2.839, -4.450)
H (2.521, 2.665, -5.863)
H (4.512, 1.430, -5.092)
H (5.596, 0.027, -3.304)
H (5.400, -1.096, -1.092)
H (3.287, -0.857, 0.194)
C (2.808, 3.658, 2.890)
As (1.110, 3.673, 1.986)
C (1.250, 4.940, 0.543)
C (-0.184, 4.357, 3.234)
O (0.696, 2.187, 1.421)
H (3.060, 4.655, 3.249)
H (3.568, 3.311, 2.193)
H (2.749, 2.966, 3.728)
H (1.564, 5.919, 0.901)
H (0.277, 5.016, 0.060)
H (1.972, 4.555, -0.176)
H (0.103, 5.343, 3.597)
H (-0.259, 3.661, 4.067)
H (-1.148, 4.413, 2.732)



No. 4
The following is a quantum chemistry calculation of a structure of composition C6H26B2Cl3CoCrN6O24 at a distorted geometry, from the OMol25 dataset.

Results
Expectation value of S² = 15.7653
Lowest unoccupied orbital energy (alpha / beta) = 0.84 / 0.73 eV
Total energy = -169651.3758 eV
Net charge = -1
Spin multiplicity = 8
HOMO-LUMO gap (alpha / beta) = 7.226 / 7.116 eV

CARTESIAN COORDINATES (ANGSTROEM)
Cr (-1.453, 1.579, 1.169)
Co (2.360, 0.773, -1.026)
Cl (-2.906, 3.240, -0.945)
O (-1.882, 3.584, 0.046)
O (-4.229, 3.606, -0.559)
O (-2.472, 3.808, -2.193)
O (-2.824, 1.789, -1.013)
Cl (1.350, 2.617, -4.159)
O (1.754, 1.804, -5.280)
O (0.207, 3.423, -4.469)
O (1.004, 1.714, -3.072)
O (2.447, 3.427, -3.711)
Cl (0.661, 3.574, 3.655)
O (1.669, 4.476, 3.131)
O (1.209, 2.555, 4.487)
O (-0.273, 4.401, 4.364)
O (-0.075, 2.959, 2.573)
B (2.909, 2.869, -0.171)
H (3.408, 3.772, -0.666)
H (2.581, 3.081, 0.906)
H (1.999, 2.501, -0.725)
H (3.591, 1.967, -0.119)
B (0.423, 0.679, 0.192)
H (1.354, 0.812, 0.859)
H (0.715, 0.145, -0.762)
H (-0.333, 0.074, 0.763)
H (0.033, 1.708, -0.069)
C (-0.830, -3.477, 0.507)
N (0.645, -3.441, 0.850)
O (1.189, -4.531, 0.816)
O (1.207, -2.393, 0.998)
H (-1.294, -4.213, 1.154)
H (-0.860, -3.768, -0.538)
H (-1.231, -2.482, 0.671)
C (-0.414, -0.276, 5.195)
N (-0.742, -0.596, 3.762)
O (-0.853, 0.405, 3.076)
O (-0.887, -1.729, 3.399)
H (0.028, -1.218, 5.517)
H (-1.340, -0.017, 5.694)
H (0.358, 0.488, 5.147)
C (-5.001, -0.771, 0.620)
N (-3.731, -1.014, 1.324)
O (-2.919, -0.113, 1.390)
O (-3.560, -2.095, 1.830)
H (-5.162, 0.305, 0.646)
H (-5.771, -1.205, 1.256)
H (-5.096, -1.149, -0.392)
C (4.026, -1.384, 2.289)
N (4.404, -0.819, 0.984)
O (5.570, -0.526, 0.833)
O (3.565, -0.627, 0.123)
H (4.769, -1.167, 3.047)
H (3.993, -2.463, 2.127)
H (3.034, -1.098, 2.625)
C (-2.725, -2.098, -3.740)
N (-2.351, -1.299, -2.558)
O (-1.355, -0.614, -2.614)
O (-3.011, -1.393, -1.534)
H (-3.382, -2.899, -3.415)
H (-1.887, -2.499, -4.296)
H (-3.306, -1.373, -4.313)
C (1.718, -2.061, -4.329)
N (1.567, -1.678, -2.893)
O (0.949, -2.457, -2.198)
O (2.113, -0.690, -2.462)
H (2.295, -1.262, -4.788)
H (0.726, -2.277, -4.704)
H (2.320, -2.967, -4.309)



No. 5
The following is a quantum chemistry calculation of a cluster of 2 separate species, C5H8N4O2S in total at a distorted geometry, from the OMol25 dataset.

Results
Expectation value of S² = 2.0114
Lowest unoccupied orbital energy (alpha / beta) = 0.87 / -3.40 eV
Total energy = -26197.6850 eV
Net charge = 0
Spin multiplicity = 3
HOMO-LUMO gap (alpha / beta) = 6.153 / 6.287 eV

CARTESIAN COORDINATES (ANGSTROEM)
C (2.082, 0.582, -1.354)
C (2.281, -0.487, -0.523)
C (1.510, 1.538, -0.558)
C (-1.537, -1.187, 1.145)
C (-0.624, -1.297, 0.018)
N (1.977, -0.273, 0.728)
N (1.596, 0.989, 0.714)
N (-2.202, -0.092, 1.327)
N (-0.684, -0.065, -0.663)
O (-1.788, 2.136, -0.431)
O (-3.133, 0.364, -1.207)
S (-1.946, 0.742, -0.562)
H (2.471, 0.757, -2.371)
H (2.648, -1.498, -0.638)
H (-1.696, -2.130, 1.642)
H (0.978, 2.447, -0.736)
H (0.431, -1.393, 0.291)
H (-0.735, -2.240, -0.518)
H (1.200, 1.371, 1.576)
H (-2.829, -0.264, 2.119)



No. 6
The following is a quantum chemistry calculation of a structure of composition C31H36ClCrN7O3P, from the OMol25 dataset.

Results
Expectation value of S² = 0.7593
Lowest unoccupied orbital energy (alpha / beta) = -0.06 / -0.12 eV
Total energy = -99540.1038 eV
Net charge = 0
Spin multiplicity = 2
HOMO-LUMO gap (alpha / beta) = 6.893 / 6.987 eV

CARTESIAN COORDINATES (ANGSTROEM)
Cr (-0.262, 1.335, -0.198)
O (-0.254, 4.794, -2.155)
C (-0.120, 3.635, -1.830)
N (0.332, 3.129, -0.635)
C (1.558, 3.651, -0.146)
C (2.099, 4.904, -0.391)
C (3.379, 5.190, 0.085)
C (4.095, 4.245, 0.797)
C (3.551, 2.990, 1.063)
C (2.273, 2.699, 0.601)
N (1.486, 1.567, 0.855)
C (1.703, 0.826, 1.953)
O (2.760, 0.535, 2.508)
C (0.392, 0.492, 2.627)
C (0.394, 0.080, 3.947)
C (-0.815, -0.005, 4.621)
C (-1.974, 0.316, 3.941)
C (-1.886, 0.710, 2.612)
N (-0.729, 0.805, 1.957)
C (-0.293, 2.533, -2.839)
C (-0.527, 2.788, -4.174)
C (-0.478, 1.723, -5.062)
C (-0.181, 0.464, -4.574)
C (0.016, 0.300, -3.211)
N (-0.055, 1.312, -2.355)
H (1.533, 5.643, -0.937)
H (3.808, 6.166, -0.104)
H (5.089, 4.480, 1.158)
H (4.095, 2.250, 1.629)
H (1.346, -0.123, 4.417)
H (-0.847, -0.299, 5.663)
H (-2.943, 0.286, 4.419)
H (-2.775, 0.979, 2.067)
H (-0.716, 3.807, -4.482)
H (-0.648, 1.879, -6.120)
H (-0.102, -0.391, -5.232)
H (0.247, -0.662, -2.788)
Cl (-6.557, -1.892, 1.936)
C (-5.357, -0.921, 1.124)
C (-4.269, -1.535, 0.524)
C (-3.309, -0.756, -0.101)
C (-3.401, 0.641, -0.152)
C (-2.323, 1.464, -0.771)
C (-4.531, 1.217, 0.437)
C (-5.499, 0.454, 1.078)
H (-4.172, -2.613, 0.562)
H (-2.435, -1.235, -0.527)
H (-2.570, 2.527, -0.652)
H (-2.349, 1.262, -1.847)
H (-4.643, 2.295, 0.411)
H (-6.358, 0.924, 1.539)
C (-1.012, -3.010, -1.973)
N (-0.159, -3.181, -0.805)
C (0.097, -4.576, -0.482)
P (0.742, -1.933, -0.199)
O (-0.034, -0.666, -0.395)
N (0.992, -2.350, 1.364)
C (2.304, -2.508, 1.977)
C (-0.151, -2.753, 2.177)
N (2.191, -1.815, -0.961)
C (3.011, -2.994, -1.200)
C (2.918, -0.555, -1.110)
H (-0.478, -3.222, -2.907)
H (-1.416, -2.003, -2.009)
H (-1.854, -3.701, -1.899)
H (0.515, -5.113, -1.340)
H (-0.837, -5.071, -0.200)
H (0.796, -4.661, 0.347)
H (3.045, -1.896, 1.468)
H (2.628, -3.555, 1.986)
H (2.257, -2.148, 3.005)
H (-1.078, -2.388, 1.733)
H (-0.059, -2.320, 3.172)
H (-0.217, -3.842, 2.278)
H (2.444, -3.909, -1.047)
H (3.879, -3.016, -0.533)
H (3.374, -2.988, -2.230)
H (2.239, 0.290, -1.058)
H (3.416, -0.552, -2.082)
H (3.670, -0.429, -0.325)



So what do the calculations give for ΔE to the lowest compared entry with this formula, charge and spin? Going down the list: 8.605; 2.235; 0.255; 1.687; 0.000; 0.000 eV.